No. 1
Formula: C6H29NO9
Source: the OMol25 dataset
Level of theory: ωB97M-V/def2-TZVPD

Geometry (Å):
C -2.815 -0.757 -2.104
C -1.867 0.362 -1.820
N -1.624 0.203 -0.322
C -2.645 1.005 0.439
C -0.267 0.570 0.205
C 0.826 0.332 -0.839
C 0.125 -0.325 1.373
O 1.030 -0.173 2.154
H -3.222 -0.669 -3.209
H -3.887 -0.711 -1.661
H -2.367 -1.638 -1.832
H -2.463 1.328 -1.886
H -0.794 0.310 -2.404
H -2.813 1.959 0.268
H -2.416 0.985 1.540
H -3.649 0.595 0.253
H -0.545 1.502 0.560
H 0.461 0.694 -1.801
H 1.527 1.316 -0.741
H 1.288 -0.605 -0.766
H -0.364 -1.301 1.299
O 2.467 -2.011 -2.122
H 2.251 -1.879 -1.190
H 3.510 -1.761 -2.033
O 3.013 2.939 -0.370
H 3.467 3.502 0.197
H 3.391 2.278 -0.918
O -2.370 -2.630 1.607
H -2.053 -2.054 0.888
H -2.336 -1.966 2.342
O 3.686 0.110 1.493
H 3.913 0.859 2.063
H 2.813 -0.154 1.619
O 2.265 2.709 3.544
H 1.757 2.854 2.749
H 1.848 2.058 3.921
O 0.105 3.262 -0.558
H -0.391 4.062 -0.584
H 0.845 3.490 -1.015
O -0.598 -3.065 -1.190
H -1.132 -3.353 -1.941
H 0.229 -3.497 -1.266
O 0.084 -3.896 1.498
H 0.525 -3.119 1.172
H -0.810 -3.718 1.389

Properties
E_tot   -977.72075 Ha
SMILES   CCN(C)[C@H](C)C=O.O.O.O.O.O.O.O.O
Orbital gap   8.98 eV
Lowest unoccupied orbital energy   0.1 eV
Energy relative to the best compared isomer or geometry (same formula, charge and spin)   737.8 kJ/mol



No. 2
Formula: C6H30N2O8
Source: the OMol25 dataset
Level of theory: ωB97M-V/def2-TZVPD

Geometry (Å):
C 1.966 -1.057 -2.151
C 1.135 -1.586 -1.275
C -0.325 -1.841 -1.593
C -1.242 -1.157 -0.576
C -2.352 -2.182 -0.181
N -1.703 0.201 -0.874
C -2.519 0.810 0.197
N -1.737 1.548 1.182
H 1.879 -0.960 -3.244
H 2.962 -0.655 -2.071
H 1.462 -1.814 -0.269
H -0.534 -2.911 -1.631
H -0.436 -1.472 -2.614
H -0.751 -1.137 0.406
H -2.980 -1.694 0.567
H -2.999 -2.606 -0.950
H -1.984 -3.047 0.378
H -2.255 0.141 -1.722
H -2.995 1.623 -0.360
H -3.252 0.138 0.627
H -1.136 0.932 1.710
H -1.060 2.067 0.621
O 3.002 -1.928 2.095
H 3.691 -1.789 2.729
H 3.030 -1.532 1.215
O 0.511 1.316 3.625
H 0.885 0.722 4.290
H 0.264 0.622 2.991
O -0.158 1.002 -3.118
H -0.182 1.065 -2.155
H 0.730 0.867 -3.418
O -3.850 -0.635 -2.881
H -3.611 -0.717 -3.815
H -4.598 -1.214 -2.894
O 3.261 -0.099 0.085
H 2.722 0.650 0.413
H 4.151 0.024 0.408
O 0.322 -1.297 2.572
H -0.162 -2.076 2.855
H 1.224 -1.671 2.498
O 2.466 2.135 1.496
H 2.098 2.949 1.134
H 2.107 2.037 2.389
O 0.219 3.667 0.069
H 0.015 3.104 -0.686
H -0.627 4.053 0.313

Properties
E_tot   -957.97664 Ha
SMILES   C=CC[C@H](C)NCN.O.O.O.O.O.O.O.O
Orbital gap   9.26 eV
Lowest unoccupied orbital energy   0.4 eV
Energy relative to the best compared isomer or geometry (same formula, charge and spin)   204.8 kJ/mol



Which formula does entry 2 have?
C6H30N2O8